C19H27N3O3 | the ωB97M-V functional and the def2-TZVPD basis

Each line ends with the natural charge from an NBO analysis.
Cartesian coordinates (Å):
C (-2.0103, -3.9945, -0.8033)  -0.62
C (-3.0157, -3.0951, -0.0919)  -0.22
N (-2.4285, -1.8556, 0.3898)  -0.44
C (-1.5163, -1.9607, 1.5102)  -0.21
C (-0.0396, -1.8757, 1.1235)  -0.62
C (-2.7879, -0.7060, -0.2338)  0.70
O (-3.5949, -0.7027, -1.1478)  -0.65
C (-2.1608, 0.6060, 0.2177)  -0.32
C (-3.2593, 1.6470, 0.4509)  -0.38
C (-2.6270, 3.0079, 0.7175)  -0.40
C (-1.6776, 3.3874, -0.4158)  -0.21
N (-0.6516, 2.3705, -0.5406)  -0.45
C (0.4245, 2.7290, -1.4408)  -0.25
C (1.6506, 1.9159, -1.1635)  -0.13
C (1.8948, 1.3588, 0.0182)  -0.24
C (3.0806, 0.5739, 0.3386)  -0.04
C (3.7809, 0.8260, 1.5192)  -0.19
C (4.9645, 0.1741, 1.8054)  -0.18
C (5.4913, -0.7510, 0.9147)  -0.22
C (4.8061, -1.0406, -0.2484)  -0.20
C (3.6033, -0.4000, -0.5208)  0.09
N (2.8806, -0.8402, -1.6855)  0.52
O (1.6781, -0.9715, -1.5907)  -0.37
O (3.5290, -1.1022, -2.6761)  -0.37
C (-1.2495, 1.0990, -0.9116)  -0.22
H (-1.5001, -3.4350, -1.5830)  0.22
H (-2.5320, -4.8317, -1.2600)  0.21
H (-1.2713, -4.3895, -0.1100)  0.20
H (-3.8057, -2.8091, -0.7891)  0.25
H (-3.4664, -3.6264, 0.7541)  0.18
H (-1.7501, -1.1894, 2.2514)  0.20
H (-1.7045, -2.9280, 1.9839)  0.20
H (0.5772, -1.9885, 2.0127)  0.21
H (0.2195, -2.6584, 0.4177)  0.22
H (0.1907, -0.9245, 0.6557)  0.22
H (-1.5668, 0.5050, 1.1243)  0.21
H (-3.8864, 1.3484, 1.2942)  0.21
H (-3.8901, 1.6901, -0.4387)  0.22
H (-2.0601, 2.9700, 1.6502)  0.20
H (-3.4005, 3.7711, 0.8173)  0.21
H (-1.1960, 4.3429, -0.1883)  0.20
H (-2.2519, 3.5045, -1.3525)  0.16
H (0.1416, 2.6050, -2.5015)  0.18
H (0.6679, 3.7884, -1.2947)  0.21
H (2.3494, 1.8207, -1.9848)  0.20
H (1.1993, 1.5399, 0.8260)  0.23
H (3.3900, 1.5637, 2.2036)  0.22
H (5.4871, 0.3926, 2.7245)  0.22
H (6.4220, -1.2505, 1.1323)  0.22
H (5.1753, -1.7742, -0.9494)  0.24
H (-0.4529, 0.3754, -1.0983)  0.22
H (-1.8506, 1.1877, -1.8325)  0.19

Output
SMILES string: CCN(CC)C(=O)[C@@H]1CCCN(C/C=C/c2ccccc2[N+](=O)[O-])C1
Frontier orbital gap: 8.28 eV
Largest force on an atom: 1.46 eV/A
Net charge: 0
LUMO: -0.33 eV
ΔE to the lowest compared entry with this formula, charge and spin: 518.97 kJ/mol
HOMO energy: -8.60 eV
Molecular weight: 345.44 g mol⁻¹